Computed, not measured: a 2-piece molecular cluster, C25H41F4Si4 overall at a distorted geometry, with ωB97M-V/def2-TZVPD.

Computed properties:
HOMO-LUMO gap	6.460	eV
electronic energy	-68966.539	eV
energy above the lowest of the compared OMol25 structures with the same formula, charge and spin	0.0	kJ/mol
maximum force	3.687	eV Å⁻¹
E_LUMO	-5.45	eV

The geometry in ORCA input format:
```
! RIJCOSX wB97M-V def2-TZVPD def2/J DEFGRID3
* xyz 1 1
H 4.75 0.04 7.48
H 2.23 -5.89 16.69
H 0.91 -6.31 11.64
C 1.21 -4.80 8.90
H -1.05 -5.54 17.21
H -1.94 -5.15 13.33
H -1.89 0.20 10.61
H -2.46 -2.56 10.18
C -4.78 -4.45 12.66
H 0.47 -3.99 8.93
C -1.74 -5.05 12.27
H 0.08 -0.81 10.83
C 3.02 -1.30 7.45
C 3.85 -0.31 7.97
C 1.42 -1.20 9.28
F 3.49 -1.97 6.34
H -5.11 -5.47 12.89
H -4.22 -6.26 10.13
H 0.85 -6.88 13.70
H 1.27 -2.47 7.50
C 1.36 -5.32 11.78
C -1.23 -1.39 7.70
H 1.79 -4.68 7.98
H -2.71 -1.99 11.82
F -4.15 0.85 9.62
H 2.75 -2.44 10.94
H -1.52 -6.05 11.90
H -0.49 -1.95 7.15
C 1.84 -1.71 8.05
Si 2.41 -4.86 10.31
H -0.83 -3.78 17.10
C -3.12 -2.63 11.04
C 3.69 -6.17 9.95
C 2.12 -5.03 16.00
H 3.23 -7.15 9.74
H 0.63 -5.73 8.83
C -3.15 0.19 8.93
H 3.98 -3.07 9.86
H 2.90 -5.14 15.23
H 4.40 -6.29 10.78
H 2.00 -5.34 12.67
C 0.10 -1.46 9.94
C 3.45 0.21 9.20
H -4.08 -2.21 10.74
H 1.28 -3.03 13.96
Si -0.09 -4.19 12.27
H -2.65 -5.74 9.50
H -1.95 -4.61 16.01
C 0.10 -6.63 14.45
H 4.24 -5.85 9.06
H -0.86 -6.73 13.97
H -4.24 0.14 7.08
H -4.10 -4.75 9.20
C -0.97 -4.70 16.50
H -4.57 -3.94 13.61
Si 0.39 -4.96 15.22
H 0.15 -7.42 15.20
F -2.58 -1.40 5.74
C -2.38 -0.97 7.04
H 2.37 -4.13 16.58
H -0.46 -2.84 14.28
F 4.25 1.16 9.81
H -5.61 -3.93 12.16
C -3.59 -5.38 9.94
C 2.31 -0.26 9.84
C -3.37 -0.20 7.61
C -1.99 -0.14 9.59
H 4.02 -3.45 11.60
C 3.36 -3.32 10.73
Si -3.31 -4.41 11.50
C -1.05 -1.02 9.05
C 0.31 -3.55 13.94
H -0.02 -2.44 10.35
H 2.12 0.16 10.82
*
```

Computed, not measured: a 5-piece molecular cluster, C25H42BFN6O4P overall at a distorted geometry, with ωB97M-V/def2-TZVPD.

Computed properties:
HOMO-LUMO gap	6.916	eV
electronic energy	-56405.789	eV
maximum force	5.026	eV Å⁻¹
E_LUMO	-4.74	eV

The geometry in ORCA input format:
```
! RIJCOSX wB97M-V def2-TZVPD def2/J DEFGRID3
* xyz 1 1
H -4.57 -0.84 0.73
O -1.08 -6.56 1.60
H 0.42 -7.34 -4.56
H 5.29 -2.24 -3.82
H 1.36 -4.63 -0.70
C 0.87 -6.34 -4.52
C -2.06 7.17 -0.43
C -0.70 -4.35 0.33
H -2.68 -3.62 1.38
B 0.41 0.11 0.72
C -0.04 -5.32 -5.18
H 2.03 -1.96 -0.49
C -1.50 1.83 5.53
H 0.05 2.77 1.14
C 0.65 -3.87 -0.23
C 4.19 0.65 -2.50
C -2.46 2.66 4.73
H 4.46 -2.02 -2.27
H 2.43 -1.20 -3.47
C -1.40 6.03 -1.16
C 1.01 -2.32 -0.10
N 0.41 1.15 -0.35
N -0.88 5.14 -1.73
H 0.52 -0.31 2.65
H 0.89 2.94 4.60
H -0.32 3.23 -0.62
H -2.41 5.63 2.68
H -4.30 -2.14 2.11
F -0.01 -6.00 2.26
C 3.98 0.23 -3.93
O 0.74 0.48 2.09
P -2.34 -0.53 1.84
H 2.58 0.76 -0.59
C 1.84 1.65 -0.48
C -4.15 -1.05 1.78
N 4.35 0.99 -1.38
C -1.67 -3.27 0.96
C -0.36 2.36 0.15
N 0.99 -3.07 -2.68
O -1.89 -0.56 3.51
H 3.87 -3.22 -3.41
H -0.83 6.99 1.34
H -2.35 7.84 1.59
C 4.31 -2.22 -3.33
H 2.17 2.21 0.48
C -2.52 5.70 1.60
H 3.22 -1.46 -5.02
C -0.51 2.74 6.26
H 1.84 -6.39 -5.03
C 3.39 -1.18 -3.97
H -4.76 -0.39 2.51
H -2.05 4.82 1.16
C -1.89 6.99 1.08
H 1.05 4.19 5.85
H -0.14 -3.22 -5.69
H -0.29 4.26 4.71
C 0.33 3.58 5.30
C -1.20 -1.81 1.03
C 0.80 -3.44 -3.79
H -1.32 -1.34 3.68
C -1.23 -5.85 0.34
H 4.93 0.27 -4.46
H -3.12 7.20 -0.70
H -0.25 -5.63 -6.20
O -1.80 -6.44 -0.58
H -3.59 5.67 1.37
H -0.98 1.14 4.87
H -2.07 1.24 6.26
H -1.04 3.41 6.94
H 2.00 2.32 -1.38
N -3.21 3.31 4.09
H -1.61 8.11 -0.75
H -1.00 -5.31 -4.65
H -1.44 2.01 0.29
C 0.55 -3.91 -5.19
H 1.05 -6.11 -3.47
N 0.11 -1.38 0.52
H 1.50 -3.90 -5.75
H 3.29 0.93 -4.41
H 0.16 2.12 6.87
*
```

Computed, not measured: C25H42Cl3N4O3SiZn as an isolated structure at a distorted geometry, with ωB97M-V/def2-TZVPD.

Computed properties:
HOMO-LUMO gap (alpha / beta)	6.946 / 4.574	eV
electronic energy	-132573.682	eV
energy above the lowest of the compared OMol25 structures with the same formula, charge and spin	611.8	kJ/mol
maximum force	2.802	eV Å⁻¹
E_LUMO (alpha / beta)	2.46 / 1.86	eV

The geometry in ORCA input format:
```
! RIJCOSX wB97M-V def2-TZVPD def2/J DEFGRID3
* xyz -1 1
H -2.18 -0.88 4.95
H 2.73 -0.96 -3.19
O 3.17 -0.69 0.56
C -1.10 -1.78 -1.57
C -1.15 3.94 3.26
H -2.26 4.04 3.39
H 1.36 -4.24 1.65
H -2.11 -0.09 2.59
H -0.84 -1.48 6.94
C 3.20 -1.78 -0.02
H 1.52 4.20 -3.14
H -1.63 4.95 -3.44
H -0.32 6.83 2.05
C -1.33 1.77 -4.11
H -0.58 -4.42 -1.99
H -2.34 4.15 -1.96
C -1.97 -2.59 0.59
H 2.13 2.70 -2.44
H -1.21 7.06 3.59
Cl -2.79 3.66 0.62
C -2.02 -2.07 -3.95
H -0.67 1.30 -4.85
C 1.17 -1.04 4.32
C -1.88 -3.27 1.79
H -0.63 -4.36 3.18
H -2.02 1.02 -3.69
N 0.01 -1.45 6.39
H 1.16 -3.16 -0.62
H 3.37 -2.74 0.51
H 3.27 -4.02 -1.22
H -0.16 -4.36 -5.04
H 1.29 5.34 4.37
C 0.99 5.03 3.36
H -0.06 -5.76 -3.87
H -2.74 -3.28 2.46
C -0.56 -3.91 -2.96
H -2.72 -2.84 -4.30
C 3.23 -0.78 -2.22
H 0.89 -1.63 6.88
C 3.15 -3.26 -2.00
N -0.46 5.10 3.24
C -1.42 4.37 -2.52
H -1.64 -5.20 -4.42
Cl 0.25 4.58 0.16
H 2.24 -3.48 -2.58
H 4.02 -3.29 -2.68
H 1.99 -0.60 2.35
N 3.05 -1.94 -1.37
C -1.03 6.36 2.75
Zn -0.73 2.62 0.66
N -0.03 -0.21 2.42
H -1.90 -1.02 -1.57
C -0.69 -3.87 2.21
C -1.23 -0.80 4.42
C -0.88 -2.51 -0.30
H -1.98 6.16 2.22
H 2.14 -1.28 4.75
O -0.65 2.80 3.13
C 1.10 -0.62 2.99
H 1.61 2.75 -4.15
H -2.85 -2.03 0.30
O -0.12 -1.40 -2.47
C 0.39 -3.83 1.33
C 1.40 3.12 -3.14
H 1.46 5.68 2.63
H -1.92 2.55 -4.65
H 1.29 3.99 3.20
C -1.18 -0.35 3.10
C -0.02 -1.13 5.09
H 4.31 -0.61 -2.42
H -2.71 -1.32 -3.51
Si -0.43 2.72 -2.77
H 2.81 0.09 -1.72
C -1.07 -2.58 -2.87
H -1.46 -1.66 -4.82
Cl 0.08 0.71 0.08
H -0.77 5.01 -1.91
C 0.29 -3.20 0.07
C -0.62 -4.84 -4.15
*
```